Entry 1:
# C18H21ClN4O2

A structure of composition C18H21ClN4O2 (ωB97M-V with the def2-TZVPD basis set, the OMol25 dataset).

Results
max |F|: 3.69 eV Å⁻¹
total energy: -41581.078 eV
gap between HOMO and LUMO: 0.29759 hartree
energy above the lowest of the compared OMol25 structures with the same formula, charge and spin: 4.4919 eV

ORCA input file:
```
! RIJCOSX wB97M-V def2-TZVPD def2/J DEFGRID3
* xyz 0 1
Cl 1.07230 -3.01241 6.42588
N 2.45969 -0.88070 5.85650
N 1.76543 0.85468 4.29531
O -0.52586 0.09690 -1.97063
O 1.32981 -1.10029 -0.44141
C 2.59454 0.28106 5.20606
C 1.26307 -1.50302 5.62986
C 0.57717 0.19869 4.10911
C 0.28701 -1.36152 -6.54548
C -0.96243 -1.19588 -6.01455
C 1.39711 -0.67334 -6.00261
C -1.14883 -0.46411 -4.87187
C 1.16790 0.15834 -4.84044
C 0.22258 -0.91195 4.82523
C -0.10298 0.24232 -4.26638
N -1.02482 -1.25640 4.43454
N -0.41924 0.49649 3.18483
C -0.31335 1.09646 -3.03830
C -1.53788 -0.39431 3.34031
C -1.45643 0.43396 -0.89927
C 0.82519 -0.77286 0.88900
C -1.41564 1.78388 1.24961
C -0.12359 1.40501 2.03347
C -0.65582 1.34807 0.05510
C 0.52808 0.74921 0.83780
H 0.56026 -0.85228 -0.99037
H 3.57925 0.78976 5.23824
H 0.70533 -1.85026 -7.38973
H -1.86788 -1.70031 -6.37683
H 2.44909 -0.80383 -6.35901
H -2.11611 -0.63184 -4.50136
H 1.98850 0.77782 -4.43726
H -1.46505 -2.16105 4.59431
H 0.46549 1.78180 -2.71309
H -1.15270 1.73781 -3.25032
H -1.74662 -0.88444 2.42541
H -2.39770 0.16531 3.71163
H -1.75901 -0.43726 -0.32717
H -2.43074 0.94081 -1.12673
H 1.72444 -0.93886 1.51353
H -0.03792 -1.37458 1.15312
H -2.27443 1.17568 1.52653
H -1.68325 2.83139 1.43017
H 0.50090 2.30946 2.18780
H -0.34223 2.21303 -0.43360
H 1.49741 1.29354 0.64305
*
```

=====

Entry 2:
# C18H21F16IO7

A cluster of 3 separate species, C18H21F16IO7 in total (ωB97M-V with the def2-TZVPD basis set, the OMol25 dataset).

Results
max |F|: 4.43 eV Å⁻¹
total energy: -84916.997 eV
gap between HOMO and LUMO: 0.35908 hartree

ORCA input file:
```
! RIJCOSX wB97M-V def2-TZVPD def2/J DEFGRID3
* xyz 0 1
F -2.59816 -2.19094 -1.78258
C -2.32837 -0.91002 -1.47533
F -1.48796 -0.45578 -2.44043
C -1.68085 -0.76051 -0.09810
F -0.47436 -1.37624 -0.05167
F -1.42689 0.57149 0.09734
C -2.53648 -1.23786 1.09565
O -2.25915 -2.54875 1.60261
C -2.90716 -3.62630 0.95455
F -3.83530 -3.14693 0.10490
F -3.59076 -4.28259 1.91940
C -1.92395 -4.58737 0.28166
F -1.17533 -3.95701 -0.64888
F -2.58331 -5.58362 -0.35807
H -3.25495 -0.33224 -1.54154
H -2.28893 -0.57320 1.92883
H -3.60580 -1.08376 0.93048
H -1.24582 -5.03455 1.01289
F 1.33336 -3.66326 1.62177
C 2.53653 -3.07799 1.48410
F 3.03830 -3.50772 0.29886
C 3.48641 -3.43643 2.62661
F 3.75313 -4.76427 2.63902
F 4.67859 -2.81714 2.38100
C 3.03923 -3.00095 4.03836
O 2.41129 -3.99653 4.85728
C 1.02001 -4.18466 4.69982
F 0.51501 -3.20706 3.92425
F 0.48080 -4.00062 5.92697
C 0.66957 -5.58764 4.19634
F 1.23799 -5.84330 2.99855
F -0.67008 -5.71792 4.02948
H 2.39331 -1.99608 1.41064
H 3.95712 -2.75652 4.58096
H 2.47086 -2.06757 4.02597
H 1.00824 -6.35144 4.90036
C -2.57281 6.45188 0.09910
C -2.38678 4.91870 -0.38021
O -3.40647 4.22361 -0.56038
O -1.05442 4.51262 -0.60039
C -0.96295 3.12927 -1.02499
C 0.53481 2.64534 -0.60904
O 1.44238 2.64913 -1.74364
C 2.30233 3.76661 -1.73928
O 3.06495 4.09905 -0.81526
O 2.32707 4.55165 -2.92281
C 2.67516 3.75895 -4.08855
C 1.69781 3.99990 -5.33550
C 0.19155 4.39360 -4.94438
I -1.14001 2.87092 -5.84489
H -2.87781 6.53498 1.18907
H -3.34609 6.89769 -0.60347
H -1.58346 6.98707 -0.09176
H -0.99801 3.03272 -2.17369
H -1.66953 2.42137 -0.49742
H 0.90469 3.33196 0.22428
H 0.52364 1.57998 -0.17886
H 2.73188 2.63603 -3.90488
H 3.73935 4.07664 -4.40284
H 1.64857 3.02232 -5.92935
H 2.15842 4.81320 -5.98653
H -0.07303 5.37413 -5.47478
H -0.02737 4.41394 -3.83162
*
```